The following is a DFT calculation (ωB97M-V/def2-TZVPD) of a molecular structure, C19H19N3O4S in a non-equilibrium geometry.

Atoms and positions in Å:
C1 2.681 3.271 -2.014
H1 2.709 2.847 -0.982
O1 1.511 3.091 -2.536
C2 0.851 2.010 -2.667
C3 1.475 0.814 -2.355
C4 0.516 -0.217 -2.262
C5 -0.905 -0.121 -2.751
C6 -1.110 0.960 -3.157
C7 -0.352 2.132 -3.149
H2 -0.836 2.986 -3.598
H3 -2.229 1.056 -3.355
N1 -1.453 -1.278 -2.510
C8 -1.649 -2.289 -1.770
O2 -2.514 -3.214 -1.571
C9 -0.819 -1.955 -0.356
C10 -1.211 -0.635 0.258
C11 -0.286 -0.315 1.142
N2 0.559 -1.027 1.842
S1 0.569 -2.786 1.851
O3 -0.583 -3.138 2.702
O4 1.892 -3.255 1.731
N3 -0.235 -2.738 0.249
C12 0.114 -4.113 -0.407
H4 0.291 -3.872 -1.498
H5 1.233 -4.625 0.160
H6 -0.723 -4.859 -0.478
C13 -0.154 1.128 1.455
C14 0.363 1.469 3.063
C15 0.328 2.939 3.221
C16 0.030 3.821 2.302
C17 -0.268 3.451 1.172
C18 -0.330 2.149 0.682
H7 -0.794 1.854 -0.234
H8 -0.556 4.249 0.209
C19 0.215 5.320 2.648
H9 0.265 5.885 2.039
H10 -0.493 5.534 3.272
H11 0.836 5.497 3.389
H12 0.765 3.137 4.278
H13 0.513 0.860 3.741
H14 -1.999 -0.089 -0.177
H15 -2.432 -1.313 -3.267
H16 0.968 -1.105 -1.863
H17 2.318 0.849 -1.915
H18 3.171 4.444 -2.031
H19 3.478 2.534 -2.624

Properties
highest occupied orbital energy = -8.074 eV
energy = -1598.12540 Ha
max |F| = 19.1 eV Å⁻¹
spin multiplicity = 1
energy above the lowest of the compared OMol25 structures with the same formula, charge and spin = 21.200 eV

Löwdin atomic charge list, values in e, 5 entries: C -0.164; H 0.095; O -0.060; C -0.388; C 0.067